ORCA calculation (ωB97M-V with the def2-TZVPD basis set) on C27H43AuN2SbSi3 as an isolated structure.

The charge is +1. Its LUMO energy (spin up / spin down) is -0.166 / -0.166 Ha. The calculation puts the gap between HOMO and LUMO (spin up / spin down) at 6.03 / 6.03 eV. Its highest occupied orbital energy (spin up / spin down) is -10.6 / -10.6 eV.

```
77
Properties=species:S:1:pos:R:3:forces:R:3
Au -1.175534 1.291666 0.994782 0.18 -0.40 0.24
C -3.157647 0.610601 3.445439 0.07 -0.23 0.27
C -2.259852 1.728401 3.648069 0.12 -0.37 0.42
C -2.304657 2.546754 2.557974 -0.52 0.49 -0.61
C -3.125898 1.872306 1.532421 0.31 0.35 -0.10
C -3.687498 0.694883 2.209533 -0.06 -0.11 -0.14
H -3.335514 -0.171775 4.164912 0.00 -0.03 0.04
H -1.685676 1.910641 4.544223 0.00 0.01 0.04
H -1.913376 3.549265 2.485950 0.08 0.02 -0.02
H -3.665627 2.400103 0.764053 -0.12 0.11 0.03
H -4.387719 0.011090 1.760616 -0.05 -0.06 0.02
C -2.075337 -2.085974 -0.445734 -0.09 -0.03 0.02
Sb -0.472036 -1.021578 -1.394560 0.16 -0.22 -0.06
C -1.132803 1.010859 -1.098180 -0.45 0.27 0.44
C -0.018113 1.927680 -1.497028 -0.08 -0.27 -0.27
C -0.099694 3.314645 -1.406547 0.21 0.13 -0.07
C 0.992733 4.076246 -1.794783 -0.04 -0.08 0.01
C 2.124099 3.434856 -2.271295 -0.01 -0.01 0.01
C 2.119318 2.048068 -2.327188 0.03 0.12 -0.02
N 1.085681 1.311141 -1.942986 -0.01 0.18 -0.04
Si -2.813672 1.390793 -1.963436 0.15 0.03 -0.16
C -2.497330 0.969083 -3.760550 0.03 0.01 0.07
C -4.230707 0.349355 -1.311715 0.09 0.08 -0.02
C -3.296501 3.206908 -1.883911 0.00 -0.11 -0.04
C 1.146748 -1.291892 0.127373 -0.01 -0.21 0.00
C 1.734549 -0.002081 0.580065 0.13 0.09 -0.03
C 3.127160 0.166162 0.629269 0.00 0.07 0.07
C 3.704623 1.315790 1.110675 0.01 0.00 0.00
C 2.888717 2.340829 1.570590 -0.03 0.02 -0.01
C 1.534569 2.139023 1.508666 0.10 0.11 0.08
N 0.967067 1.015437 1.035542 -0.02 -0.15 -0.11
Si 2.340385 -2.384861 -0.968433 -0.03 0.09 0.08
C 1.370621 -3.761662 -1.801253 0.10 0.02 -0.05
C 3.100865 -1.339147 -2.330876 -0.08 -0.08 -0.02
C 3.728579 -3.256784 -0.038550 -0.08 0.03 -0.04
Si 0.811473 -2.233999 1.789651 0.00 -0.11 -0.09
C 2.324035 -2.094914 2.897417 -0.04 0.05 -0.09
C 0.455204 -4.062218 1.567873 -0.05 0.12 0.01
C -0.560560 -1.494473 2.825665 0.01 -0.04 0.00
H -2.913930 -2.101492 -1.138647 -0.02 -0.01 -0.02
H -2.419985 -1.718255 0.517369 0.05 0.06 0.01
H -1.722940 -3.110305 -0.339575 -0.03 -0.06 0.06
H -0.991376 3.791582 -1.031592 -0.03 -0.02 0.04
H 0.953978 5.154719 -1.728568 0.01 0.04 -0.01
H 2.995581 3.985745 -2.592149 0.02 0.04 -0.01
H 2.985140 1.507694 -2.691882 0.00 -0.01 0.00
H -2.256718 -0.085448 -3.903212 -0.01 -0.04 0.01
H -1.671230 1.553347 -4.167796 0.04 0.04 -0.02
H -3.385032 1.188697 -4.354911 -0.06 0.02 -0.03
H -4.432709 -0.506192 -1.953751 0.04 -0.04 -0.09
H -5.138298 0.953080 -1.289060 -0.06 0.04 0.01
H -4.055655 -0.028757 -0.311567 0.02 -0.05 0.11
H -2.674690 3.833218 -2.522489 0.04 -0.03 -0.04
H -3.294673 3.639931 -0.885701 0.01 0.04 0.09
H -4.317772 3.281431 -2.262331 -0.06 0.00 -0.03
H 3.764180 -0.632556 0.294184 0.03 -0.08 -0.01
H 4.781349 1.411171 1.132087 0.04 0.02 0.01
H 3.281968 3.267425 1.959151 0.02 0.02 0.01
H 0.849190 2.906242 1.844415 0.01 0.04 0.01
H 0.751639 -3.420457 -2.628979 -0.02 0.04 -0.03
H 0.753387 -4.355256 -1.131002 -0.05 -0.01 0.08
H 2.113957 -4.438029 -2.230717 0.03 -0.06 0.01
H 2.332700 -0.885200 -2.958722 -0.04 -0.02 0.01
H 3.697832 -1.998393 -2.964281 0.03 -0.04 -0.03
H 3.757236 -0.544571 -1.980084 0.04 -0.01 0.06
H 3.358089 -4.044279 0.616444 -0.04 -0.02 0.03
H 4.384135 -2.623263 0.553926 0.05 0.08 0.02
H 4.350821 -3.743555 -0.792260 0.02 -0.02 -0.07
H 3.213778 -2.574120 2.497065 0.05 -0.02 -0.04
H 2.087371 -2.589783 3.841339 -0.04 -0.04 0.04
H 2.575191 -1.060701 3.135448 -0.01 0.05 0.01
H 1.274238 -4.619780 1.119668 0.05 0.00 -0.04
H -0.451448 -4.276079 1.005074 -0.04 0.01 -0.04
H 0.309058 -4.464183 2.572602 -0.01 -0.03 0.06
H -0.269120 -0.531998 3.244679 0.02 0.13 0.00
H -0.712427 -2.165090 3.675342 0.01 -0.04 0.04
H -1.523510 -1.387749 2.336744 -0.07 0.03 -0.09
```
Forces are in eV/Å.



ORCA calculation (ωB97M-V with the def2-TZVPD basis set) on C27H43BrMnN2OP2 as an isolated structure.

The charge is +2. Its LUMO energy (spin up / spin down) is -0.225 / -0.243 Ha. As for the expectation value of S²: 8.76. The calculation puts the gap between HOMO and LUMO (spin up / spin down) at 7.62 / 7.17 eV. Its highest occupied orbital energy (spin up / spin down) is -13.7 / -13.8 eV. As for the multiplicity: 6.

```
77
Properties=species:S:1:pos:R:3:forces:R:3
C 2.733402 4.549119 -1.200142 0.34 -0.45 -0.59
C 1.708419 3.796968 -1.813810 0.49 0.53 -0.52
C 1.688055 3.658981 -3.220849 0.70 -0.05 0.30
C 2.877014 3.967644 -3.892818 -0.54 0.44 0.36
N 3.936300 4.498339 -3.277375 0.37 -0.35 0.01
C 3.870524 4.802752 -1.979076 -0.77 0.27 -0.04
C 0.686724 3.224974 -1.011774 -2.86 0.96 1.15
C -0.339842 3.093959 -0.351981 1.53 0.35 -0.48
C -1.528854 2.736373 0.351395 -0.88 -0.34 0.29
C -1.455466 1.591848 1.188801 0.97 -0.39 0.29
C -2.551768 0.747838 1.335838 -1.39 0.55 -0.85
C -3.766968 1.192525 0.798137 -0.95 -0.17 0.40
C -3.961125 2.546159 0.488683 0.57 -0.04 -0.15
C -2.811563 3.330344 0.177475 0.07 -1.35 0.37
Mn -1.402010 -1.031361 0.686630 2.93 -0.17 -1.59
P 1.377773 -0.470936 -0.506201 1.42 -0.09 -0.46
H 0.787018 3.388460 -3.784110 0.47 -0.39 0.46
H 2.646820 4.967341 -0.191269 0.10 -0.71 -0.25
H 2.943521 3.793246 -4.972029 0.11 0.21 0.38
H 4.731084 5.293913 -1.515156 -0.22 -0.10 -0.37
H -2.910696 4.340915 -0.217907 0.00 -0.32 0.01
H -0.511277 1.376908 1.714457 -0.32 -0.08 -0.76
H -4.968949 2.974711 0.476059 0.43 -0.25 -0.47
H -2.643176 -0.303707 1.732886 -0.36 1.59 1.19
C 2.030064 -2.205432 -0.266503 -0.45 0.38 0.25
C 3.309033 -2.682485 -0.938416 0.35 -0.19 -0.05
H 1.192673 -2.844925 -0.592060 0.17 0.00 0.22
H 2.115182 -2.307739 0.826046 -0.09 -0.15 -0.16
H 3.479530 -3.731566 -0.659067 0.00 0.25 -0.11
H 3.256795 -2.645131 -2.031983 -0.06 0.05 0.19
H 4.189340 -2.113948 -0.618343 -0.25 -0.14 -0.12
C 1.844418 -0.089895 -2.304227 -1.09 -0.12 0.43
C 3.273257 0.283413 -2.707360 0.27 0.02 0.00
H 1.171650 0.752897 -2.535396 0.15 -0.27 -0.26
H 1.504399 -0.965778 -2.883843 0.05 0.39 0.12
H 3.315452 0.310387 -3.808314 0.01 0.01 0.37
H 3.560051 1.287239 -2.355092 -0.13 -0.37 -0.03
H 4.026303 -0.441727 -2.363714 -0.33 0.29 -0.17
C 2.549529 0.657774 0.401262 -0.63 -0.17 0.31
C 4.041711 0.346496 0.514302 0.25 0.06 -0.06
H 2.097648 0.686490 1.405301 0.26 0.23 -0.04
H 2.389479 1.651771 -0.044467 0.05 -0.28 0.19
H 4.512430 1.104439 1.155330 -0.11 -0.20 -0.13
H 4.241590 -0.632031 0.961698 -0.12 0.17 0.00
H 4.553668 0.383763 -0.453764 -0.17 -0.01 0.30
Br -5.142903 -0.185495 0.638381 0.61 1.07 0.17
P -1.801334 -1.727119 -1.877430 -0.67 0.66 0.31
C -0.774989 -2.621762 -3.092459 0.72 -0.14 0.07
C -1.308316 -3.973350 -3.554190 -0.02 -0.32 -0.28
H 0.210227 -2.764536 -2.616841 -0.29 0.02 -0.23
H -0.607820 -1.972935 -3.966634 -0.03 -0.01 0.42
H -0.517964 -4.485813 -4.116686 -0.21 0.06 0.14
H -1.583317 -4.614609 -2.711850 0.08 0.01 -0.21
H -2.173006 -3.886582 -4.221951 0.16 0.05 0.22
C -2.809182 -2.980224 -0.993452 -0.27 -0.57 -0.21
C -4.174614 -3.304756 -1.601933 -0.53 -0.33 0.32
H -2.943236 -2.622077 0.057287 -0.24 -0.25 -0.25
H -2.213594 -3.904050 -0.922427 -0.07 0.29 0.17
H -4.734859 -3.961533 -0.916087 0.15 0.22 -0.29
H -4.781390 -2.403996 -1.765029 0.20 -0.27 0.06
H -4.084730 -3.839515 -2.558625 0.11 0.22 0.33
C -2.974553 -0.718536 -2.910998 0.19 0.23 0.03
C -3.355066 -1.299115 -4.291468 -0.19 -0.03 -0.02
H -2.443535 0.242219 -3.074628 -0.33 -0.38 0.18
H -3.871626 -0.503582 -2.295096 0.50 -0.02 -0.30
H -3.945875 -0.536813 -4.831622 0.27 -0.41 0.19
H -2.456353 -1.519248 -4.897063 -0.52 0.12 0.26
H -3.970747 -2.217271 -4.217886 0.38 0.54 -0.03
C -0.514073 0.809316 4.493742 0.06 0.39 -0.26
C -0.446712 -0.595646 3.971027 0.00 -1.31 0.59
N -0.278949 -1.510239 4.931118 -0.19 0.41 -0.26
O -0.558381 -1.003085 2.777146 -0.28 0.72 -0.18
H -0.173780 0.877119 5.540152 -0.19 -0.13 -0.51
H -1.551271 1.158965 4.439725 0.14 -0.02 -0.03
H 0.105035 1.481893 3.899093 -0.06 -0.03 -0.02
H -0.318867 -2.480150 4.658819 0.10 -0.11 0.25
H -0.257278 -1.242903 5.913210 0.08 -0.30 -0.49
```
Forces are in eV/Å.



ORCA calculation (ωB97M-V with the def2-TZVPD basis set) on C27H43MnN3O3PS as an isolated structure.

The charge is -1. Its LUMO energy (spin up / spin down) is 0.094 / 0.094 Ha. As for the expectation value of S²: 8.76. The calculation puts the gap between HOMO and LUMO (spin up / spin down) at 7.23 / 7.34 eV. Its highest occupied orbital energy (spin up / spin down) is -4.7 / -4.8 eV. As for the multiplicity: 6.

```
79
Properties=species:S:1:pos:R:3:forces:R:3
Mn 0.432200 -0.226428 -0.089974 0.11 0.50 0.36
N 0.705150 0.723855 2.146829 0.08 -0.04 0.06
C 2.035518 0.336330 2.631438 -0.14 0.01 0.09
C 3.047878 0.263222 1.486864 0.11 -0.07 -0.05
O 4.247797 0.443059 1.749868 -0.03 -0.03 -0.04
N 2.493174 -0.015611 0.318259 0.01 0.04 -0.05
C 3.347165 -0.058106 -0.846314 0.11 -0.01 0.11
C 2.526915 -0.242398 -2.126035 -0.38 0.21 -0.11
O 3.117437 -0.411837 -3.187095 0.09 -0.08 -0.05
O 1.238982 -0.185293 -1.995451 0.25 -0.08 -0.16
H 0.693652 1.700988 1.874652 0.03 -0.02 -0.02
H -0.022979 0.606848 2.841704 -0.01 -0.04 -0.04
H 1.952796 -0.662973 3.070914 0.03 0.01 0.02
H 2.447265 0.997175 3.397104 -0.02 0.04 0.01
H 4.086732 -0.867341 -0.805154 0.02 0.00 0.03
H 3.940216 0.857635 -0.951857 -0.02 0.02 -0.01
S -2.479452 0.197557 0.946714 0.04 0.22 -0.14
C -1.927725 1.638203 0.158709 -0.08 0.06 0.03
C -2.696060 2.823040 0.063685 -0.07 -0.13 0.08
C -2.189574 3.926543 -0.576288 0.00 0.06 -0.03
C -0.912252 3.886771 -1.145070 -0.06 -0.02 0.03
C -0.213152 2.708718 -1.030091 -0.03 -0.04 -0.01
N -0.697662 1.634527 -0.395668 0.08 -0.19 -0.09
H -3.684278 2.827203 0.502459 0.01 0.02 0.00
H -2.786744 4.828876 -0.646930 0.00 0.00 0.01
H -0.485033 4.732412 -1.664696 -0.02 0.01 0.00
H 0.772876 2.584021 -1.463930 0.00 -0.03 0.01
C 3.442337 -5.149129 -0.278918 -0.02 -0.02 0.02
C 3.030077 -4.382955 -1.545848 -0.01 0.01 -0.02
C 1.994638 -3.296150 -1.231778 -0.06 -0.13 0.00
C 1.053698 -3.761174 -0.111630 0.08 -0.12 -0.04
C 1.874487 -3.830623 1.195940 0.01 -0.01 -0.01
C 3.337121 -4.238510 0.940465 -0.01 0.03 -0.01
P -0.353811 -2.598604 0.087853 0.09 0.05 -0.04
C -1.609572 -2.957694 -1.220266 -0.05 -0.12 -0.03
C -1.769024 -4.433705 -1.664972 -0.09 0.05 -0.05
C -1.184266 -4.668953 -3.055438 0.00 0.01 0.03
C -1.926771 -3.836376 -4.109687 -0.02 0.00 0.00
C -2.360560 -2.464042 -3.559252 0.00 0.00 0.01
C -1.447693 -2.012276 -2.424501 0.03 -0.03 -0.01
C -1.250877 -3.096624 1.612836 -0.12 -0.08 0.10
C -1.540682 -4.599885 1.771425 -0.04 -0.02 0.04
C -1.945480 -4.940910 3.218353 0.04 -0.01 -0.01
C -2.679738 -3.771393 3.866214 -0.03 0.03 -0.02
C -1.745068 -2.554754 4.006610 0.01 -0.02 -0.01
C -0.665823 -2.537523 2.912730 0.03 -0.08 0.02
H 4.454619 -5.545019 -0.384613 0.01 0.01 0.00
H 2.788345 -6.016133 -0.131240 0.00 0.01 0.00
H 2.630765 -5.078187 -2.291034 0.00 0.00 0.02
H 3.904719 -3.909220 -1.997538 -0.01 0.01 -0.01
H 1.466510 -2.996951 -2.135478 -0.06 -0.01 -0.06
H 2.497948 -2.395925 -0.885479 0.01 0.01 0.05
H 0.671590 -4.758817 -0.354346 0.03 -0.04 -0.01
H 1.404361 -4.534604 1.888324 0.03 -0.01 -0.02
H 1.864990 -2.851942 1.685403 0.01 0.02 -0.03
H 3.742263 -4.724691 1.830294 0.00 -0.01 0.01
H 3.943482 -3.342673 0.777465 -0.01 -0.02 -0.02
H -2.532482 -2.642679 -0.720465 -0.01 -0.03 0.01
H -2.836888 -4.680597 -1.691189 0.01 0.01 -0.02
H -1.327955 -5.123371 -0.945529 0.04 0.01 0.00
H -1.229195 -5.730321 -3.311281 -0.02 -0.01 0.00
H -0.125045 -4.405269 -3.048984 0.06 0.06 0.02
H -2.805436 -4.390262 -4.453234 -0.01 0.01 0.00
H -1.287547 -3.700576 -4.984736 0.03 0.00 0.01
H -3.389016 -2.515725 -3.184809 0.02 -0.02 0.02
H -2.362880 -1.719458 -4.356847 0.00 -0.01 -0.02
H -1.695429 -0.997468 -2.105099 -0.01 0.01 0.01
H -0.413541 -1.960069 -2.771942 0.03 -0.03 0.00
H -2.201715 -2.569745 1.468322 0.01 -0.01 -0.01
H -0.665089 -5.193833 1.494491 -0.02 0.01 -0.01
H -2.339485 -4.891785 1.085415 -0.03 0.03 0.02
H -1.051453 -5.169098 3.808298 -0.01 0.02 0.00
H -2.558995 -5.844586 3.231550 -0.01 0.00 -0.01
H -3.081503 -4.057659 4.840397 0.01 0.00 0.01
H -3.543880 -3.509452 3.247474 0.02 0.00 -0.01
H -1.266172 -2.569299 4.989492 0.01 0.01 0.00
H -2.326442 -1.631809 3.948660 -0.02 -0.01 -0.01
H 0.191919 -3.141989 3.218654 -0.04 0.02 0.02
H -0.299200 -1.524005 2.757326 -0.03 0.02 -0.03
```
Forces are in eV/Å.



no.,maximum force (eV/A),M (g/mol)
1,0.95,798.64
2,3.34,608.44
3,0.63,575.64